1.
A molecular structure, C34H36INO5Tl in a non-equilibrium geometry, computed with wB97M-V/def2-TZVPD.

XYZ file:
```
78
Properties=species:S:1:pos:R:3:forces:R:3:mulliken_charge:R:1
C 1.484 -2.152 5.978 -0.4325 0.5746 0.1643 -0.876
C 0.378 -2.629 5.040 1.1866 -0.6741 -1.2285 0.725
O 0.679 -3.173 4.010 -0.5960 0.3369 0.8204 -0.449
O -0.986 -2.441 5.326 0.2034 0.7925 -0.7115 -0.317
C -1.377 -1.107 5.293 -0.1877 1.2325 1.7535 0.189
O -1.262 -0.421 6.277 0.0131 -0.5477 -0.7648 -0.453
C -1.947 -0.501 4.003 0.2376 -1.2328 -0.6605 -0.698
C -0.939 -0.689 2.861 -0.5491 -0.0580 -0.0368 1.218
C -1.323 -1.512 1.800 0.3408 0.0233 0.0149 -1.312
C -0.430 -1.706 0.770 0.0693 -0.4720 -1.6299 0.542
C 0.840 -1.131 0.726 -0.0010 0.2009 -0.4777 -0.403
C 1.234 -0.323 1.787 -0.3025 -0.2677 -0.0360 -0.699
C 0.347 -0.111 2.844 0.3715 0.5229 0.7712 2.059
C 0.844 0.783 3.993 -0.0769 0.2120 -0.5894 -0.579
C 0.535 2.294 3.824 -0.0324 0.1693 0.5210 -0.618
C -0.938 2.679 4.012 -0.1289 0.2338 -0.1073 -1.130
I -1.129 4.834 3.895 0.0098 -0.5359 0.0425 0.123
C 1.701 -1.398 -0.489 -0.0159 0.0878 0.5231 -0.447
O 2.895 -1.550 -0.446 -0.5679 0.2508 -0.3194 -0.471
C 0.904 -1.463 -1.816 0.0435 0.1693 0.4069 1.128
C 1.463 -0.897 -3.081 0.6019 -0.0207 0.6997 0.405
C 2.809 -0.247 -3.117 -0.0279 0.0447 -0.6450 -1.270
C 2.771 1.176 -2.432 0.0426 0.1876 0.1017 -0.817
C 3.269 2.284 -3.387 0.6145 0.1713 -0.2595 0.645
C 4.669 1.935 -4.014 -0.5806 -0.2449 0.6169 -1.339
C 3.409 3.660 -2.703 -0.3011 0.1586 -0.2405 -1.718
C 0.705 -0.955 -4.208 -0.6634 0.7888 -0.8112 -0.595
C -0.588 -1.526 -4.239 1.2252 0.0331 0.6678 -0.122
N -1.307 -1.549 -5.371 -0.8890 -0.0232 1.7244 -0.250
C -1.111 -2.076 -2.936 -1.5491 -1.8975 -0.3604 0.869
C -2.472 -2.641 -2.906 0.6200 -0.1614 -0.4212 -1.617
C -3.610 -1.507 -3.062 -0.1456 1.0245 0.1721 -0.518
C -3.520 -0.398 -2.067 -0.5746 -0.0040 0.8892 0.370
C -4.459 -0.330 -1.009 -0.0143 -0.3014 0.0420 -0.503
C -4.423 0.711 -0.102 -0.0708 0.8596 0.7595 -0.853
C -3.479 1.731 -0.192 0.3311 -0.1972 -0.4147 -0.498
C -2.520 1.665 -1.221 0.0917 0.4014 0.1526 -0.833
C -2.564 0.630 -2.118 0.3595 -0.9315 -0.8671 0.301
C -0.357 -2.039 -1.772 1.0549 0.4094 0.2673 0.224
C -0.804 -2.589 -0.413 -0.1840 0.0181 1.0407 -1.036
O -1.363 -3.642 -0.254 -0.0238 0.5817 -0.6072 -0.476
H 1.152 -1.467 6.767 -0.0694 -0.4680 -0.0539 0.345
H 2.009 -3.024 6.390 -0.3396 0.2006 -0.0086 0.388
H 2.220 -1.613 5.361 -0.2499 -0.3161 0.0431 0.127
H -2.863 -1.048 3.722 0.3526 0.0195 0.1910 0.556
H -2.258 0.537 4.135 0.3774 -0.2830 0.3835 0.241
H -2.290 -2.012 1.730 0.2315 0.1944 0.3252 0.655
H 2.223 0.137 1.790 -0.1925 -0.1582 -0.0734 0.199
H 0.504 0.457 4.984 0.0469 0.0437 -0.2798 0.363
H 1.969 0.693 4.015 -1.5923 -0.6141 -0.0181 -0.700
H 1.092 2.827 4.622 -0.1410 -0.1160 -0.2932 0.606
H 0.883 2.711 2.863 -0.0247 -0.3530 0.1691 0.464
H -1.591 2.292 3.221 0.3200 0.1089 0.1179 0.265
H -1.345 2.363 4.982 0.2786 0.1880 -0.2231 0.481
H 3.052 -0.106 -4.181 0.0072 -0.0428 0.3463 0.701
H 3.604 -0.872 -2.691 -0.3779 0.0951 0.0836 0.582
H 3.425 1.182 -1.547 -0.3344 -0.2112 -0.1156 0.291
H 1.735 1.405 -2.122 0.3378 0.0567 0.1010 0.452
H 2.526 2.389 -4.198 0.2353 -0.0407 0.2267 0.296
H 5.375 2.752 -3.819 -0.2227 -0.1806 -0.3950 0.467
H 5.106 1.056 -3.511 -0.0996 0.1678 -0.3374 0.315
H 4.566 1.739 -5.086 0.3483 0.0645 0.2401 0.295
H 2.479 4.039 -2.252 0.2029 -0.2022 -0.0732 0.374
H 4.215 3.699 -1.956 -0.2484 -0.2561 -0.1302 0.398
H 3.698 4.369 -3.495 -0.1435 -0.1227 0.3282 0.449
H 1.089 -0.531 -5.139 -0.0325 -0.2215 0.2420 0.556
H -2.068 -2.224 -5.339 -0.1467 0.2470 -0.3333 0.360
H -1.618 -0.624 -5.678 0.6899 -0.1927 -1.0667 0.358
H -2.692 -3.243 -2.020 0.2894 0.3422 -0.0549 0.559
H -2.585 -3.313 -3.780 -0.2071 0.3165 0.1531 0.496
H -3.500 -1.073 -4.068 -0.2131 -0.3506 0.1482 0.317
H -4.577 -2.010 -2.931 0.3743 -0.0320 -0.3422 0.592
H -5.243 -1.075 -0.865 0.2795 0.0255 -0.3192 0.404
H -5.135 0.790 0.722 -0.0074 -0.2992 -0.3870 0.445
H -3.462 2.566 0.509 -0.0787 -0.3023 -0.1305 0.529
H -1.739 2.418 -1.328 -0.3245 -0.0930 0.1182 0.489
H -1.829 0.575 -2.932 -0.0774 0.2462 0.2647 0.436
Tl 3.841 1.559 4.038 1.2496 0.6240 0.1903 0.946
```
Forces are in eV/Å.

## Properties
Kohn-Sham gap	2.4	eV
maximum force	2.48	eV Å⁻¹
total charge	+3

---

2.
A molecular structure, C34H37As2F9O5PPdSSi in a non-equilibrium geometry, computed with wB97M-V/def2-TZVPD.

XYZ file:
```
91
Properties=species:S:1:pos:R:3:forces:R:3:mulliken_charge:R:1
Pd 0.280 -1.463 0.294 1.0487 0.3618 -1.4800 1.367
O -0.560 -1.141 2.803 -0.6713 -0.9481 -0.2909 -0.354
S -1.776 -1.434 1.775 -1.2165 0.5876 2.5339 0.979
O -3.008 -1.500 2.466 -0.4870 -0.2942 0.3340 -0.683
O -1.380 -2.656 1.103 0.8209 -0.9766 -0.3680 -0.687
O -1.707 -0.296 0.853 -0.1055 -0.1031 -0.9947 -0.056
C -4.147 -2.724 -0.551 0.5025 -0.1417 0.3558 -1.151
As -2.938 -1.295 -1.133 -1.8598 0.2896 -2.0173 0.767
C -4.047 0.288 -0.788 0.4893 0.0397 0.2871 -1.243
C -2.991 -1.369 -3.143 0.6371 -0.0069 0.6383 0.095
C -4.120 -1.086 -3.897 -0.1738 -0.0210 0.2839 -0.783
C -4.003 -0.986 -5.277 -0.1379 -0.0288 0.0641 -0.742
C -2.777 -1.160 -5.893 0.0842 -0.0368 -0.0070 -0.729
C -1.654 -1.474 -5.142 0.0679 -0.1150 0.1235 -0.624
C -1.770 -1.601 -3.762 0.4873 0.0908 0.5783 0.378
As -0.244 -1.971 -2.533 -0.2711 -0.8116 -1.2184 1.279
C -0.565 -3.836 -2.017 -0.0470 -0.0334 0.0866 -0.948
C 1.216 -2.341 -3.830 -0.0823 0.2971 0.3913 -1.213
H -5.168 -2.521 -0.877 0.1220 0.2165 -0.1100 0.439
H -4.101 -2.746 0.537 -0.1602 -0.0564 -0.0017 0.417
H -3.815 -3.688 -0.937 0.0525 0.1403 -0.0329 0.367
H -4.965 0.282 -1.377 0.1330 -0.2663 -0.0425 0.487
H -3.489 1.198 -1.014 0.0650 -0.1143 -0.0295 0.332
H -4.278 0.280 0.276 -0.0623 -0.0046 0.0002 0.375
H -5.077 -0.925 -3.416 -0.0244 0.0215 -0.0870 0.391
H -4.877 -0.759 -5.868 -0.0717 0.0489 -0.0404 0.423
H -2.693 -1.048 -6.964 0.0072 -0.0108 -0.0703 0.443
H -0.699 -1.615 -5.631 -0.0092 -0.0195 -0.0194 0.423
H -1.014 -4.423 -2.823 0.0809 0.1851 0.0664 0.399
H -1.193 -3.877 -1.122 0.0792 -0.0580 -0.1856 0.167
H 0.417 -4.245 -1.771 -0.1030 -0.0104 0.0106 0.249
H 0.912 -3.163 -4.482 -0.1186 0.1002 0.1201 0.415
H 2.087 -2.633 -3.246 -0.0937 0.0165 0.0218 0.210
H 1.474 -1.467 -4.427 -0.0992 0.0203 0.0635 0.372
F 5.275 4.741 4.436 -0.1910 0.1458 -0.0184 -0.278
C 5.436 3.451 4.130 0.2402 -0.0224 0.1573 0.792
F 6.570 3.352 3.423 0.0451 -0.0761 -0.1956 -0.255
F 5.646 2.793 5.284 -0.0980 -0.0878 0.0593 -0.251
C 4.262 2.872 3.385 0.0508 -0.0419 0.0178 0.308
C 4.392 1.604 2.834 0.0275 0.1812 0.0955 -0.959
C 3.322 1.048 2.158 -0.0154 0.0346 -0.0425 0.005
C 2.128 1.749 2.050 -0.0784 -0.5427 -0.1800 0.424
C 1.993 2.998 2.643 -0.0009 -0.0290 -0.0738 -0.564
C 3.067 3.573 3.294 0.1504 -0.0501 0.0540 -1.077
P 0.741 0.940 1.165 0.3739 1.3160 0.0681 1.289
C -0.573 1.249 2.386 -0.0052 0.0912 -0.0888 -0.149
C -1.586 2.159 2.252 0.5919 -0.0418 -0.0365 0.043
C -2.686 2.150 3.105 -0.1133 0.0069 0.0056 -1.347
C -2.772 1.176 4.120 0.0781 -0.3531 0.4380 0.901
C -1.804 0.250 4.325 -0.2809 0.4061 0.0750 -1.688
C -0.617 0.173 3.437 0.1165 0.8157 0.3862 -0.013
C -4.034 1.160 4.944 -0.2416 0.1362 0.2631 0.748
F -4.090 0.156 5.818 0.2518 -0.2195 0.0939 -0.282
F -5.112 1.051 4.155 -0.1320 -0.0300 -0.3439 -0.250
F -4.190 2.299 5.639 0.1859 0.1350 -0.0169 -0.262
C 0.442 2.035 -0.280 0.0616 -0.4426 0.0338 0.320
C 0.247 3.414 -0.282 0.0357 -0.0320 -0.0520 0.003
C 0.159 4.102 -1.481 -0.0195 -0.0494 -0.1299 -1.272
C 0.261 3.419 -2.686 0.0639 -0.0921 -0.0796 0.142
C 0.423 2.040 -2.701 0.0030 0.2332 -0.0277 -0.925
C 0.530 1.367 -1.500 0.1029 -0.1424 0.0788 -0.381
C 0.219 4.161 -4.000 -0.1195 0.0615 -0.2814 0.801
F 0.554 5.447 -3.878 -0.0007 0.1331 0.2320 -0.271
F 1.049 3.625 -4.905 0.1593 -0.2092 0.0574 -0.262
F -1.008 4.122 -4.550 -0.1922 -0.0395 0.1150 -0.254
H 5.319 1.062 2.940 0.1093 -0.0426 -0.0306 0.471
H 3.406 0.070 1.707 0.0680 -0.0547 0.0312 -0.098
H 1.048 3.517 2.604 -0.0969 0.1091 0.0417 0.313
H 2.984 4.552 3.741 -0.0314 0.0639 0.0320 0.512
H -1.566 2.862 1.432 -0.0306 0.0389 -0.0268 0.429
H -3.501 2.839 2.955 -0.0736 0.1213 0.0216 0.445
H -1.886 -0.500 5.094 -0.0902 -0.0590 0.0834 0.581
H 0.309 0.171 4.040 -0.1796 -0.0496 -0.2035 0.502
H 0.196 3.977 0.635 0.0064 0.0494 0.1368 0.279
H 0.025 5.173 -1.486 0.0348 0.0848 0.0256 0.508
H 0.495 1.502 -3.636 0.0628 0.0372 -0.0569 0.567
H 0.744 0.301 -1.501 -0.0289 0.2876 -0.0834 0.569
C 4.663 -1.663 0.032 -0.8394 -0.5160 0.1746 -1.350
Si 3.023 -2.652 0.068 1.9361 -1.3304 1.0621 0.531
C 3.347 -4.388 -0.681 -0.2392 0.9515 0.4362 -1.316
C 2.284 -2.866 1.843 0.0245 0.3057 -0.7480 -1.175
O 1.929 -1.895 -0.817 -1.3784 0.8881 -0.6187 -0.769
H 5.288 -1.891 0.888 0.1880 -0.0382 0.2225 0.405
H 4.494 -0.592 -0.003 -0.0683 0.2006 0.0114 0.382
H 5.219 -1.925 -0.858 0.1431 -0.1181 -0.2669 0.375
H 4.071 -4.928 -0.084 0.2095 -0.1489 0.1308 0.460
H 3.743 -4.289 -1.687 0.1208 0.0213 -0.2218 0.353
H 2.443 -4.986 -0.731 -0.2031 -0.1157 0.0419 0.318
H 2.951 -3.401 2.514 0.1088 -0.0728 0.0465 0.590
H 1.345 -3.443 1.783 0.2274 0.0623 0.1051 0.230
H 2.057 -1.893 2.305 0.0870 -0.2290 0.0258 0.293
```
Forces are in eV/Å.

## Properties
Kohn-Sham gap (spin up / spin down)	8.1 / 5.5	eV
maximum force	2.87	eV Å⁻¹
<S²>	6.0580
total charge	+1
spin multiplicity	5

---

3.
A molecular structure, C34H37AsN5O5S2Y in a non-equilibrium geometry, computed with wB97M-V/def2-TZVPD.

XYZ file:
```
85
Properties=species:S:1:pos:R:3:forces:R:3:mulliken_charge:R:1
Y 0.624 0.921 0.532 0.7924 0.3256 0.7474 1.179
C 3.061 -1.888 3.224 -0.0953 0.0331 0.0092 -0.506
O 4.317 -1.668 2.608 0.0228 0.0366 -0.0878 -0.547
C 4.346 -1.682 1.235 0.1015 0.1335 -0.1145 -0.142
C 5.387 -2.356 0.634 -0.1118 0.0585 0.1790 -0.530
C 5.552 -2.366 -0.751 0.0245 -0.0097 -0.0801 -0.793
C 4.640 -1.703 -1.534 -0.0168 0.0012 0.0808 -1.136
C 3.562 -1.011 -0.956 0.0227 -0.0846 0.1125 0.931
C 2.638 -0.386 -1.871 -0.0315 0.0997 -0.0106 -0.838
N 1.531 0.212 -1.605 0.2598 -0.1546 -0.1491 1.014
N 0.901 0.734 -2.753 0.1255 -0.1826 0.1533 -0.787
C -0.100 0.064 -3.154 -0.2171 0.3423 -0.1270 0.449
O -0.509 -1.042 -2.510 0.0857 0.0057 0.1636 -0.026
C -0.805 0.580 -4.356 -0.0703 -0.0448 -0.0935 0.162
C -2.181 0.788 -4.369 -0.0449 -0.0079 0.0414 0.432
C -2.788 1.335 -5.488 0.0128 -0.0012 0.0133 -0.991
C -2.029 1.671 -6.600 -0.0601 0.0008 0.0024 -0.471
C -0.659 1.467 -6.589 0.0421 0.0066 -0.0104 -0.669
C -0.047 0.928 -5.469 -0.0155 -0.0115 0.0125 -0.401
C 3.408 -0.947 0.455 -0.0762 -0.0551 -0.1126 0.331
O 2.465 -0.251 1.004 -0.1290 0.1333 -0.0480 0.309
H 2.498 -2.660 2.687 0.0307 0.0442 0.0243 0.283
H 2.466 -0.972 3.252 0.0787 -0.1244 0.0211 -0.015
H 3.275 -2.237 4.234 -0.0251 0.0068 -0.0013 0.305
H 6.083 -2.872 1.282 0.0369 -0.0274 0.0153 0.478
H 6.383 -2.895 -1.193 0.0276 -0.0182 -0.0282 0.393
H 4.739 -1.707 -2.612 0.0013 0.0022 -0.0429 0.394
H 2.926 -0.446 -2.924 -0.0601 0.0220 0.0642 0.224
H -2.774 0.557 -3.491 0.0529 0.0124 -0.0526 0.217
H -3.855 1.508 -5.484 -0.0445 0.0174 -0.0127 0.410
H -2.506 2.101 -7.470 -0.0230 0.0121 -0.0415 0.395
H -0.061 1.736 -7.448 0.0128 0.0096 -0.0301 0.404
H 1.023 0.789 -5.440 0.0534 -0.0114 0.0108 0.415
C 5.069 2.680 -0.583 0.2225 -0.0502 0.0514 -0.553
S 4.104 4.203 -0.674 -0.1955 -0.0300 -0.1707 -0.148
C 2.633 3.563 0.139 0.3406 0.1391 -0.1643 0.480
S 1.153 3.442 -0.726 0.1214 -0.1215 0.0784 -0.327
N 2.863 3.244 1.372 -0.6182 -0.3665 0.2339 -1.305
N 1.745 2.618 1.937 0.3653 0.4757 0.4107 1.028
C 1.420 3.032 3.098 0.1563 -0.3109 -0.3535 -0.991
C 0.234 2.455 3.741 -0.0093 0.0594 0.1502 0.941
C -0.324 3.059 4.866 0.0316 -0.1616 -0.1683 -1.047
C -1.511 2.556 5.369 0.0217 -0.0161 -0.0460 -0.332
C -2.106 1.487 4.719 0.0150 -0.0540 -0.0488 -1.161
C -1.472 0.949 3.607 -0.0522 -0.0544 0.0973 -0.199
N -0.312 1.390 3.142 0.0350 0.1123 -0.2143 0.476
H 6.060 2.910 -0.974 -0.0013 0.0143 -0.0209 0.373
H 4.627 1.893 -1.193 -0.0675 0.0291 -0.0012 0.041
H 5.163 2.345 0.446 -0.0232 0.0176 0.0229 0.238
H 1.971 3.833 3.584 0.0117 0.0082 -0.0296 0.330
H 0.161 3.916 5.311 0.0251 0.0278 0.0168 0.455
H -1.971 3.003 6.240 -0.0159 -0.0027 0.0069 0.422
H -3.047 1.075 5.052 -0.0255 0.0059 0.0144 0.442
H -1.926 0.138 3.052 -0.0333 -0.0523 -0.0157 0.418
C -0.360 -2.383 3.348 0.0196 0.0913 -0.0150 -1.816
C -0.814 -2.101 1.943 0.1172 -0.0467 -0.0319 0.388
O -0.243 -1.263 1.266 -0.0294 0.1425 0.0159 -0.292
C -1.963 -2.850 1.378 -0.0332 -0.0107 0.0370 0.391
C -2.524 -3.942 2.039 -0.0026 0.0413 -0.0745 -0.514
C -3.615 -4.597 1.493 0.0174 0.0094 0.0020 -0.756
C -4.159 -4.148 0.299 -0.0041 0.0142 -0.0225 -0.644
C -3.607 -3.057 -0.359 -0.0134 0.0112 -0.0168 -0.787
C -2.504 -2.412 0.171 -0.0345 -0.0322 0.0136 0.744
H 0.330 -1.603 3.661 -0.0421 -0.0512 -0.0027 0.242
H 0.153 -3.346 3.373 0.0216 -0.0263 -0.0060 0.525
H -1.203 -2.444 4.036 -0.0376 0.0270 0.0212 0.500
H -2.106 -4.290 2.972 0.0266 -0.0237 0.0710 0.448
H -4.045 -5.450 1.999 -0.0070 -0.0199 0.0193 0.401
H -5.021 -4.648 -0.123 -0.0352 -0.0326 -0.0098 0.424
H -4.045 -2.707 -1.283 -0.0056 0.0216 -0.0321 0.387
H -2.063 -1.558 -0.328 0.0003 -0.0246 0.0206 0.108
C -1.488 -1.889 -3.095 -0.1121 -0.1065 -0.1090 -1.018
As -2.801 1.203 -0.637 0.1527 0.0668 0.2112 0.323
C -4.207 1.265 0.734 0.0429 0.0525 -0.0535 -1.295
C -2.926 3.067 -1.208 -0.0854 -0.0277 -0.0672 -1.272
O -1.388 1.340 0.409 -1.0259 -0.2623 -0.5306 -0.105
H -2.492 -1.524 -2.865 0.0719 -0.0792 -0.0286 0.221
H -1.334 -2.866 -2.642 -0.0523 0.0063 -0.0260 0.265
H -1.359 -1.958 -4.177 -0.0341 -0.0117 0.0760 0.529
H -5.170 1.443 0.253 -0.0513 0.0100 0.0043 0.432
H -3.999 2.067 1.442 0.0241 0.0307 0.0119 0.319
H -4.258 0.313 1.264 0.0309 -0.0282 -0.0132 0.290
H -3.871 3.220 -1.734 0.0079 0.0464 0.0034 0.452
H -2.104 3.297 -1.887 0.0073 -0.0469 0.0070 0.270
H -2.867 3.727 -0.345 -0.0018 0.0199 0.0669 0.382
```
Forces are in eV/Å.

## Properties
Kohn-Sham gap	6.7	eV
maximum force	1.18	eV Å⁻¹

---

Q: What is the maximum force in the third record?
A: 1.18 eV Å⁻¹

---

Q: What is the formula in the third record?
A: C34H37AsN5O5S2Y

---

Q: Look up the maximum force of the second one.
A: 2.87 eV Å⁻¹